Entry from the Open Molecules 2025 dataset: 2 unconnected molecules or ions with the total composition C2H5F2N (the ωB97M-V functional and the def2-TZVPD basis).

The relative energy (zero: lowest compared OMol25 entry of this formula, charge and spin) is 180.63 kJ/mol. Its expectation value of S² is 2.005. Its spin multiplicity is 3. The HOMO-LUMO gap (alpha / beta) comes out at 7.187 / 9.492 eV. The calculation puts the LUMO energy (alpha / beta) at 1.13 / -1.81 eV.

CARTESIAN COORDINATES (ANGSTROEM)
C 1.15518 0.85488 -0.10339
C -1.75470 0.06220 0.18326
N -1.69268 -1.20711 0.11791
F 1.16836 -0.49902 -0.35314
F -3.04831 0.33329 -0.34215
H 0.84911 1.12688 1.01516
H 2.05565 1.21213 -0.54390
H 0.18594 1.11340 -0.70581
H -0.72160 -1.57221 0.15939
H -2.40258 -1.87576 -0.12456

Entry from the Open Molecules 2025 dataset: a gas-phase ion, C2H5F2NO2P (charge -1) (the ωB97M-V functional and the def2-TZVPD basis).

The net charge is -1. Its spin multiplicity is 1. The HOMO-LUMO gap comes out at 7.326 eV. The calculation puts the LUMO energy at 3.43 eV.

CARTESIAN COORDINATES (ANGSTROEM)
O -0.20519 0.18941 2.48703
C -0.70410 -0.55827 1.50163
F -1.59151 -1.70751 1.91363
N -0.51781 -0.36420 0.01735
P 0.27798 1.16861 -0.40891
C 0.08873 -1.56584 -0.67102
O 1.22951 -2.17885 -0.34487
F -0.65146 -2.14190 -1.85274
H -0.60142 1.84826 0.51280
H -0.66287 1.31681 -1.52659
H 1.17275 0.52299 -1.38010
H 1.33799 1.01719 0.55475
H 0.82740 2.45330 -0.80296

Entry from the Open Molecules 2025 dataset: a single C2H5FN2 molecule (the ωB97M-V functional and the def2-TZVPD basis).

The relative energy (zero: lowest compared OMol25 entry of this formula, charge and spin) is 146.84 kJ/mol. Its SMILES is N/N=C\CF. Its spin multiplicity is 1. The HOMO-LUMO gap comes out at 9.770 eV. The calculation puts the LUMO energy at 1.09 eV.

CARTESIAN COORDINATES (ANGSTROEM)
C -0.11209 -0.45144 -1.03002
C -0.64677 0.89031 -0.67696
H 0.01248 -0.07533 1.47084
H 0.44008 -1.74061 1.76578
H -0.13331 -0.89258 -1.98406
H -0.73077 1.71378 -1.37776
H -1.64981 0.68377 -0.14883
N 0.37916 -0.91464 1.17952
N 0.34406 -1.27082 -0.10569
F 0.17244 1.44177 0.33324

Entry from the Open Molecules 2025 dataset: 2 unconnected molecules or ions with the total composition C2H5FN2O (the ωB97M-V functional and the def2-TZVPD basis).

The relative energy (zero: lowest compared OMol25 entry of this formula, charge and spin) is 221.83 kJ/mol. Its spin multiplicity is 1. The HOMO-LUMO gap (alpha / beta) comes out at 8.246 / 8.243 eV. The calculation puts the LUMO energy (alpha / beta) at -0.10 / -0.10 eV.

CARTESIAN COORDINATES (ANGSTROEM)
C -0.49037 -0.64797 0.10697
C 0.23281 0.63776 -0.10860
N -0.92174 -1.04080 1.30866
N 0.37421 1.02882 -1.36468
O -0.69568 -1.30309 -0.88314
F 0.13779 1.56169 0.96339
H 2.04214 0.14618 0.17973
H -0.89126 -0.30022 2.02279
H -1.29448 -1.98572 1.34906
H 0.42091 0.19961 -1.96417
H 1.08565 1.70375 -1.61000

Entry from the Open Molecules 2025 dataset: 2 unconnected molecules or ions with the total composition C2H5FN2O (the ωB97M-V functional and the def2-TZVPD basis).

The relative energy (zero: lowest compared OMol25 entry of this formula, charge and spin) is 203.44 kJ/mol. Its SMILES is N=C=O.CNF. Its spin multiplicity is 1. The HOMO-LUMO gap comes out at 10.432 eV. The calculation puts the LUMO energy at 0.84 eV.

CARTESIAN COORDINATES (ANGSTROEM)
C -1.74187 0.04034 -0.12139
C 1.28820 0.47095 -0.16205
N -1.79725 -0.47766 -1.19327
N 1.04657 -0.24493 1.10586
O -1.62716 0.70916 0.80922
F 0.33571 -1.48219 0.90300
H 0.33850 0.89807 -0.55914
H 2.01279 1.30650 0.09467
H 1.77900 -0.25834 -0.84873
H 0.35997 0.23911 1.71760
H -1.99447 -1.20100 -1.74577

Entry from the Open Molecules 2025 dataset: a molecular structure, C2H5FN2S (the ωB97M-V functional and the def2-TZVPD basis).

The relative energy (zero: lowest compared OMol25 entry of this formula, charge and spin) is 291.06 kJ/mol. Its spin multiplicity is 1. The HOMO-LUMO gap comes out at 8.696 eV. The calculation puts the LUMO energy at 0.04 eV.

CARTESIAN COORDINATES (ANGSTROEM)
C 0.44515 0.08421 0.12304
C 1.77242 -0.58377 0.15987
H -1.92502 1.30946 0.33574
H -0.39203 -1.89560 -0.55696
H 1.00951 1.97163 0.35504
H 1.87624 -0.98121 1.17648
H 1.79195 -1.37481 -0.74920
N -0.63736 -0.79421 0.17897
N 0.10933 1.35700 -0.04693
F 2.78907 0.12096 -0.20377
S -2.31697 -0.06627 -0.08430

Entry from the Open Molecules 2025 dataset: a single C2H5FO molecule (the ωB97M-V functional and the def2-TZVPD basis).

The relative energy (zero: lowest compared OMol25 entry of this formula, charge and spin) is 7.50 kJ/mol. Its SMILES is C[C@@H](O)F. Its spin multiplicity is 1. The HOMO-LUMO gap comes out at 11.852 eV. The calculation puts the LUMO energy at 1.07 eV.

CARTESIAN COORDINATES (ANGSTROEM)
C 0.89181 0.36285 0.06349
C -0.48778 0.02926 -0.36281
O -0.80201 -1.29110 0.09206
F -1.36132 0.93322 0.16598
H 0.82591 0.59479 1.12406
H 1.48861 -0.45434 0.20209
H 1.44425 1.04879 -0.61373
H -0.63368 -0.04591 -1.48176
H -1.36579 -1.17757 0.81062

Entry from the Open Molecules 2025 dataset: 2 unconnected molecules or ions with the total composition C2H5FO2 (the ωB97M-V functional and the def2-TZVPD basis).

The relative energy (zero: lowest compared OMol25 entry of this formula, charge and spin) is 266.79 kJ/mol. Its spin multiplicity is 1. The HOMO-LUMO gap comes out at 10.715 eV. The calculation puts the LUMO energy at 0.86 eV.

CARTESIAN COORDINATES (ANGSTROEM)
C -1.30071 -0.16807 -0.41309
C 0.84554 -0.51565 0.32218
O 1.12590 1.34791 -0.14285
O -0.02834 -0.87718 -0.55804
F 2.03145 -1.00934 0.09706
H -1.16961 0.91636 -0.39367
H -1.96896 -0.44528 0.45369
H -1.87704 -0.40063 -1.32434
H 0.55886 -0.31353 1.32390
H 1.78291 1.46541 0.63517

Entry from the Open Molecules 2025 dataset: a molecular structure, C2H5HgO (the ωB97M-V functional and the def2-TZVPD basis).

The relative energy (zero: lowest compared OMol25 entry of this formula, charge and spin) is 55.93 kJ/mol. Its expectation value of S² is 0.755. Its spin multiplicity is 2. The HOMO-LUMO gap (alpha / beta) comes out at 8.643 / 8.757 eV. The calculation puts the LUMO energy (alpha / beta) at 0.65 / -1.04 eV.

CARTESIAN COORDINATES (ANGSTROEM)
C 0.76141 -0.22939 -0.86183
C 1.00054 1.07013 -1.64116
H 1.78270 -0.67478 -0.87911
H 0.36058 -1.17513 -1.28349
H 1.73683 0.93253 -2.44851
H 1.44025 1.84535 -0.99283
Hg -1.40712 -0.44084 1.02423
O 0.21344 0.09299 0.52317
H 0.08657 1.44376 -2.12889

Entry from the Open Molecules 2025 dataset: 2 unconnected molecules or ions with the total composition C2H5IN2 (the ωB97M-V functional and the def2-TZVPD basis).

The relative energy (zero: lowest compared OMol25 entry of this formula, charge and spin) is 415.30 kJ/mol. Its spin multiplicity is 1. The HOMO-LUMO gap (alpha / beta) comes out at 7.244 / 7.889 eV. The calculation puts the LUMO energy (alpha / beta) at -0.05 / -0.05 eV.

CARTESIAN COORDINATES (ANGSTROEM)
C 0.10680 -0.46289 0.81956
C 1.09471 0.10301 -0.17314
N -0.58182 0.84610 0.76228
N 0.39444 1.26045 -0.17610
I 3.18919 0.13215 0.20888
H -0.48930 -1.31050 0.48755
H 0.52083 -0.66466 1.80856
H 1.25454 -1.00045 -1.90809
H -1.53089 0.81820 0.39045
H 0.44650 2.12234 -0.69010

Entry from the Open Molecules 2025 dataset: a single C2H5IN2O molecule (the ωB97M-V functional and the def2-TZVPD basis).

The relative energy (zero: lowest compared OMol25 entry of this formula, charge and spin) is 22.80 kJ/mol. Its SMILES is CN(I)C(N)=O. Its spin multiplicity is 1. The HOMO-LUMO gap comes out at 8.307 eV. The calculation puts the LUMO energy at -0.35 eV.

CARTESIAN COORDINATES (ANGSTROEM)
C -0.89475 -0.25946 0.08589
C 1.27219 0.65593 0.92195
N -1.55337 -0.76559 -0.98735
N 0.56591 0.09988 -0.20043
O -1.19937 -0.44468 1.23858
I 1.32572 -0.29263 -2.07237
H 0.79610 1.63969 1.19816
H 1.33486 -0.01431 1.69025
H 2.34516 0.86681 0.71047
H -1.53558 -0.43106 -1.89291
H -2.45687 -1.05458 -0.69225

Entry from the Open Molecules 2025 dataset: 2 unconnected molecules or ions with the total composition C2H5IN2O2 (the ωB97M-V functional and the def2-TZVPD basis).

The relative energy (zero: lowest compared OMol25 entry of this formula, charge and spin) is 218.02 kJ/mol. Its SMILES is C/C=N\O.O=NI. Its spin multiplicity is 1. The HOMO-LUMO gap comes out at 8.519 eV. The calculation puts the LUMO energy at -1.21 eV.

CARTESIAN COORDINATES (ANGSTROEM)
C -0.45115 0.89022 1.38120
C 0.55159 1.12362 0.25655
N 1.52117 -2.21783 -1.39574
N 0.26913 0.98436 -0.97712
O -1.04341 0.68457 -1.35586
O 1.29028 -2.54727 -2.46789
I -0.07950 -2.96566 0.02295
H -1.20494 1.65990 1.37026
H 0.10609 0.75156 2.39712
H -1.04806 0.11471 0.96239
H 1.54798 1.35355 0.42714
H -1.45919 0.16826 -0.62101